Density functional theory data (ωB97M-V/def2-TZVPD) for a 2-piece molecular cluster, C2H10BrN4 overall.

Geometry as XYZ:
```
17
Properties=species:S:1:pos:R:3:forces:R:3:lowdin_charge:R:1
C 0.157076 -1.662392 -0.934897 0.595 2.081 2.127 0.041
C 0.278806 0.035620 1.010314 2.037 0.458 0.194 -0.223
N -0.152819 2.097581 -0.371994 -0.158 0.019 1.062 0.057
N 1.622905 0.310747 1.058435 -2.227 1.365 2.242 -0.455
N -0.321917 -0.740450 0.214044 -1.463 -3.894 -2.329 -0.170
N -1.693466 -0.896663 0.234270 -1.628 -1.601 0.210 0.068
Br 2.908847 -0.036894 -0.156829 0.529 -0.168 -0.626 0.869
H 0.582075 -2.571480 -0.525907 0.628 0.243 -0.225 0.108
H -0.718008 -1.850327 -1.462675 -1.429 -0.532 -0.790 0.066
H 0.688866 -0.933657 -1.498568 1.344 -0.576 -0.885 0.041
H -0.414142 0.436917 1.719602 0.479 0.694 0.743 0.155
H 0.111434 3.057625 -0.238684 -1.018 0.514 -0.179 0.048
H -1.052339 1.838378 -0.766446 0.523 0.821 -0.304 0.051
H 1.774232 1.195929 1.595371 0.124 -1.289 -0.693 0.117
H -2.132251 -1.834839 0.435616 1.451 1.385 -0.091 0.157
H 0.639321 1.707318 -0.813096 0.425 -0.750 -1.046 -0.018
H -2.278621 -0.153413 0.501451 -0.215 1.228 0.588 0.088
```
Forces are in eV/Å.

For the energy relative to the best compared isomer or geometry (same formula, charge and spin), the calculation gives 89.92 kJ/mol. The frontier orbital gap is 0.36043 Ha. For the HOMO energy, the calculation gives -13.5 eV. The LUMO energy is -3.68 eV. Its net charge is +1.

***

Density functional theory data (ωB97M-V/def2-TZVPD) for a 2-piece molecular cluster, C2H10N2O overall.

Geometry as XYZ:
```
15
Properties=species:S:1:pos:R:3:forces:R:3:lowdin_charge:R:1
C 1.198602 1.908223 -0.995993 0.049 3.033 0.355 -0.177
O -0.063544 2.224816 -0.409512 -2.314 0.916 0.474 -0.192
H 1.154513 1.159281 -1.745647 -0.360 -0.790 -0.647 0.055
H 1.885132 1.586366 -0.196130 -0.224 0.298 -0.433 0.081
H 1.489276 2.870294 -1.465355 0.804 -0.791 0.113 0.087
H -0.555792 3.109222 -0.606257 2.200 -2.488 -0.012 0.137
N -1.557671 -1.968306 0.494948 1.037 0.411 -0.524 -0.034
C -0.111828 -1.773582 0.877033 -0.685 -1.713 1.794 -0.405
N 0.507364 -0.660428 0.215107 -1.342 3.200 1.449 -0.020
H -1.817075 -3.001764 0.369339 0.644 2.383 -0.358 0.087
H -1.558547 -1.335808 -0.365784 -1.026 -2.122 1.147 0.070
H 0.451879 -2.621872 0.652389 0.787 -1.736 -1.507 0.055
H 0.127132 -1.916315 2.007267 -1.040 1.639 -1.232 0.128
H 0.309844 0.178238 0.836173 1.046 -1.098 -0.170 0.085
H -0.146501 -0.232870 -0.466525 0.425 -1.142 -0.451 0.044
```
Forces are in eV/Å.

For the energy relative to the best compared isomer or geometry (same formula, charge and spin), the calculation gives 227.42 kJ/mol. The frontier orbital gap is 0.35076 Ha. For the HOMO energy, the calculation gives -8.8 eV. Its SMILES is NCN.CO. The LUMO energy is 0.75 eV.

***

Density functional theory data (ωB97M-V/def2-TZVPD) for a 2-piece molecular cluster, C2H10N2O overall.

Geometry as XYZ:
```
15
Properties=species:S:1:pos:R:3:forces:R:3:lowdin_charge:R:1
C 0.443276 0.796603 0.763657 0.040 0.787 0.065 -0.292
C -0.408238 -0.445629 0.689507 0.025 -0.846 0.814 -0.301
N -0.928173 -0.961971 1.967118 0.319 0.357 0.191 -0.014
N 1.191722 0.977717 -0.488325 0.470 0.282 0.184 -0.018
H 1.094838 0.789453 1.645336 0.081 -0.366 0.032 0.104
H -0.155509 1.705663 0.905494 -0.224 -0.236 -0.085 0.111
H 0.172956 -1.246127 0.243640 0.220 -0.146 -0.120 0.109
H -1.247388 -0.339020 0.034829 -0.439 0.405 -0.527 0.093
H -0.171848 -1.356314 2.519545 -0.033 -0.020 -0.114 0.058
H -1.278586 -0.193162 2.531209 -0.179 -0.048 -0.070 0.057
H 2.018312 0.383427 -0.462537 -0.255 -0.215 -0.198 0.081
H 1.592788 1.909733 -0.472376 -0.123 0.111 -0.189 0.070
H -0.074271 0.338332 -2.160698 0.190 0.048 0.175 -0.008
H -1.068915 -0.258512 -3.191804 0.021 0.083 0.009 0.028
O -0.366515 -0.482866 -2.576281 -0.114 -0.198 -0.169 -0.080
```
Forces are in eV/Å.

For the energy relative to the best compared isomer or geometry (same formula, charge and spin), the calculation gives 19.05 kJ/mol. The frontier orbital gap is 0.37900 Ha. For the HOMO energy, the calculation gives -9.4 eV. Its SMILES is NCCN.O. The LUMO energy is 0.93 eV.

***

Density functional theory data (ωB97M-V/def2-TZVPD) for a 2-piece molecular cluster, C2H10N2O overall.

Geometry as XYZ:
```
15
Properties=species:S:1:pos:R:3:forces:R:3:lowdin_charge:R:1
N -0.118139 -0.978637 1.243426 2.348 0.902 -0.831 0.042
C 0.922745 0.097531 1.616390 -1.675 -1.338 1.273 -0.309
O 1.585339 0.574439 0.593671 0.408 0.049 -0.108 0.095
H 0.375630 -1.865403 1.197732 -0.060 -0.091 -0.207 0.120
H -0.755493 -1.071918 1.976591 -1.535 -0.043 1.313 0.090
H 0.338242 0.902341 2.145149 0.709 -0.304 -0.218 0.172
H 1.525576 -0.463321 2.363336 0.584 1.014 -0.088 0.163
C -0.290796 1.039483 -1.665160 0.620 -0.474 -0.844 -0.065
N -0.676066 -0.306009 -1.173792 -1.075 0.165 0.708 0.039
H -0.713864 1.198154 -2.657237 0.113 0.084 0.078 0.096
H -0.658579 1.805305 -0.990150 0.042 -0.076 0.128 0.097
H 0.799018 1.035438 -1.719389 -0.230 0.412 -0.011 0.086
H -0.233659 -1.110716 -1.630567 -0.146 0.593 -0.332 0.153
H -1.708281 -0.394162 -1.272985 0.929 -0.291 0.181 0.160
H -0.391672 -0.462524 -0.027017 -1.033 -0.603 -1.042 0.063
```
Forces are in eV/Å.

For the energy relative to the best compared isomer or geometry (same formula, charge and spin), the calculation gives 18.96 kJ/mol. The frontier orbital gap (alpha / beta) is 0.44410 / 0.31773 Ha. For the HOMO energy (alpha / beta), the calculation gives -15.2 / -15.2 eV. Its multiplicity is 2. Its expectation value of S² is 0.7544. The LUMO energy (alpha / beta) is -3.15 / -6.51 eV. Its net charge is +1.

***

Density functional theory data (ωB97M-V/def2-TZVPD) for a 3-piece molecular cluster, C2H10N2O2 overall.

Geometry as XYZ:
```
16
Properties=species:S:1:pos:R:3:forces:R:3:lowdin_charge:R:1
C -0.894472 -1.144680 2.346059 -1.262 -0.513 1.548 -0.165
N -1.373019 2.208239 0.877039 -0.976 0.129 0.484 0.057
C -1.420867 0.846183 1.159722 -0.255 -0.527 1.325 -0.350
N -1.184322 0.323692 2.305144 0.846 -0.268 -1.031 -0.041
H -1.669372 -1.734621 3.133230 2.619 1.746 -1.776 0.126
H -1.045784 -1.658346 1.407395 -0.447 0.033 -0.677 0.030
H 0.228689 -1.298936 2.497544 -1.699 0.227 0.668 0.082
H -1.991958 2.482646 0.107751 0.397 -0.317 0.326 0.088
H -1.684753 2.688231 1.712364 0.486 0.531 0.117 0.084
H -1.809345 0.302001 0.331310 0.309 -1.066 -1.030 0.107
H 2.903717 -1.408082 -3.468922 -0.155 0.116 0.269 0.029
H 3.259677 -1.738073 -4.868673 2.124 -0.255 -1.783 -0.013
O 2.533566 -1.667701 -4.314381 -2.025 0.163 1.532 -0.027
H 1.960799 1.072386 -0.944235 0.176 -0.846 -0.636 0.058
H 0.667749 0.442057 -0.942135 -0.910 -0.455 0.012 -0.004
O 1.519694 0.285004 -1.339211 0.774 1.301 0.654 -0.061
```
Forces are in eV/Å.

For the energy relative to the best compared isomer or geometry (same formula, charge and spin), the calculation gives 145.70 kJ/mol. The frontier orbital gap is 0.37689 Ha. For the HOMO energy, the calculation gives -9.5 eV. Its SMILES is C/N=C/N.O.O. The LUMO energy is 0.77 eV.

***

Density functional theory data (ωB97M-V/def2-TZVPD) for a 3-piece molecular cluster, C2H10N2O2 overall.

Geometry as XYZ:
```
16
Properties=species:S:1:pos:R:3:forces:R:3:lowdin_charge:R:1
C 1.152455 1.071588 -1.222357 0.894 -1.833 -2.983 -0.145
C -1.540412 -1.630484 -0.131812 -0.169 -0.062 0.119 -0.167
N 0.826059 -0.131367 -1.578145 0.930 1.945 0.193 0.013
N -0.439782 -0.846484 0.404793 0.317 -0.315 1.445 -0.122
H 0.001198 -0.166802 -2.176382 -0.052 0.313 0.064 0.048
H 0.468024 -1.282444 0.226836 -0.543 0.071 -0.089 0.074
H 0.136941 0.953875 0.454553 -0.629 1.852 2.952 0.079
H 0.764065 1.962611 -1.719423 -0.477 0.057 0.555 0.080
H 2.122343 1.173562 -0.748460 -0.182 0.125 0.650 0.074
H -1.447221 -1.692290 -1.218688 0.028 -0.002 0.047 0.057
H -1.588026 -2.658566 0.250966 -0.095 0.117 -0.035 0.068
H -2.488627 -1.122701 0.084372 0.197 -0.164 -0.001 0.078
O 0.064195 1.707443 1.247745 0.207 -1.567 -2.270 -0.188
O 1.062406 1.269206 2.186993 -0.054 -0.397 -0.161 -0.110
H 1.387198 2.111942 2.516700 0.027 0.170 -0.068 0.078
H -0.480816 -0.719090 1.422312 -0.400 -0.308 -0.416 0.084
```
Forces are in eV/Å.

For the energy relative to the best compared isomer or geometry (same formula, charge and spin), the calculation gives 483.67 kJ/mol. The frontier orbital gap is 0.37047 Ha. For the HOMO energy, the calculation gives -9.1 eV. Its SMILES is C=N.CN.OO. The LUMO energy is 1.01 eV.

***

Density functional theory data (ωB97M-V/def2-TZVPD) for C2H10N2O2 as an isolated structure.

Geometry as XYZ:
```
16
Properties=species:S:1:pos:R:3:forces:R:3:lowdin_charge:R:1
C 0.939627 0.102856 -0.724986 0.457 -0.481 0.286 -0.259
C -0.337047 -1.305141 0.563264 -0.082 0.723 -0.424 -0.048
N 1.554179 1.055174 0.214971 0.035 0.018 -0.041 -0.062
N -1.566798 -1.452681 0.083743 -0.071 0.132 -0.180 0.060
H -2.043124 -0.536136 -0.069129 0.133 -0.358 0.155 0.088
H 2.363781 1.516598 -0.186823 -0.039 -0.048 0.008 0.064
H 1.882959 0.583090 1.049544 -0.059 0.018 -0.030 0.061
H -1.706320 -2.136231 -0.647964 0.018 0.036 0.126 0.111
H 1.551263 -0.788372 -0.911216 -0.053 -0.033 0.098 0.059
H 0.896631 0.568350 -1.716518 -0.200 0.115 -0.001 0.084
H -0.236127 -0.575581 1.354820 0.087 0.014 -0.042 0.083
H 0.336247 -2.152809 0.539858 0.029 0.110 -0.140 0.098
O -1.504009 1.113046 -0.519039 1.344 -0.417 0.188 -0.294
O -1.286904 1.525553 0.868332 0.014 -0.036 -0.431 -0.156
H -0.433603 1.991844 0.791151 -0.156 -0.184 0.021 0.054
H -0.410755 0.490437 -0.690009 -1.456 0.389 0.409 0.058
```
Forces are in eV/Å.

For the energy relative to the best compared isomer or geometry (same formula, charge and spin), the calculation gives 619.40 kJ/mol. The frontier orbital gap is 0.30586 Ha. For the HOMO energy, the calculation gives -7.8 eV. The LUMO energy is 0.55 eV.

***

Density functional theory data (ωB97M-V/def2-TZVPD) for a 3-piece molecular cluster, C2H10N2O2 overall.

Geometry as XYZ:
```
16
Properties=species:S:1:pos:R:3:forces:R:3:lowdin_charge:R:1
C 1.588796 0.431059 1.395275 2.452 0.095 2.470 -0.140
N 0.709562 0.302492 0.293208 2.283 0.195 -0.609 -0.067
C 1.164661 0.418246 -0.977509 0.401 1.316 -0.534 -0.302
N 0.415313 0.157608 -1.985440 0.419 0.363 -0.862 0.040
H 1.567130 -0.556034 1.957813 0.236 1.338 -0.226 0.091
H 2.703430 0.633646 1.134627 -1.897 -0.528 -0.089 0.097
H 1.367630 1.299922 2.127042 -0.149 -1.431 -1.192 0.104
H -0.180534 0.578742 0.544550 -2.497 -0.034 -0.042 0.065
H 2.207809 0.904581 -1.012725 -1.216 -1.097 -0.287 0.142
H 0.806385 0.446614 -2.908753 -0.105 -0.394 1.262 0.067
H -2.103255 -1.864162 -1.033171 0.324 -0.147 -0.196 0.035
H -1.299578 -0.676485 -1.807567 -1.365 -0.595 1.350 0.044
O -2.162819 -0.945750 -1.300531 1.175 0.930 -1.013 -0.126
H -2.208124 -0.171409 0.392260 0.255 -0.239 1.790 0.035
H -2.542121 -0.845574 1.780744 0.204 0.338 -0.191 0.034
O -2.034286 -0.113496 1.400176 -0.518 -0.110 -1.633 -0.119
```
Forces are in eV/Å.

For the energy relative to the best compared isomer or geometry (same formula, charge and spin), the calculation gives 71.08 kJ/mol. The frontier orbital gap is 0.36981 Ha. For the HOMO energy, the calculation gives -9.1 eV. Its SMILES is [H]/N=C/NC.O.O. The LUMO energy is 0.96 eV.

***

Density functional theory data (ωB97M-V/def2-TZVPD) for a 3-piece molecular cluster, C2H10N2O2 overall.

Geometry as XYZ:
```
16
Properties=species:S:1:pos:R:3:forces:R:3:lowdin_charge:R:1
C -0.041391 -1.708852 0.380997 -2.805 1.000 -0.309 -0.070
N -1.535967 -1.483041 0.262008 1.870 0.218 1.109 -0.084
C -2.038774 -0.790999 -0.819305 0.114 -1.017 1.040 -0.364
N -3.236662 -0.924990 -1.205704 -0.125 0.378 -0.294 0.059
H 0.120613 -1.664637 -0.681687 1.748 -0.699 -0.120 0.061
H 0.048466 -2.645428 0.915841 0.534 -0.369 -0.542 0.073
H 0.490607 -0.935686 0.936085 -0.046 0.167 -0.109 0.067
H -2.020735 -1.841285 1.065874 -0.964 0.227 -0.585 0.112
H -1.251036 -0.188572 -1.283473 -0.186 -0.010 -0.294 0.120
H -3.380680 -0.369128 -2.044011 -0.149 0.108 0.107 0.028
H 7.213951 0.363583 0.320448 0.019 -0.023 0.089 0.028
H 5.933528 -0.472190 0.143863 0.365 0.322 -0.192 0.039
O 6.538478 0.129522 -0.320476 -0.384 -0.299 0.104 -0.066
H -1.536995 4.041260 1.056644 -0.468 0.166 -0.074 0.036
H -2.995866 4.532810 0.794885 -0.165 0.357 0.371 0.021
O -2.307537 3.957634 0.478010 0.641 -0.525 -0.301 -0.058
```
Forces are in eV/Å.

For the energy relative to the best compared isomer or geometry (same formula, charge and spin), the calculation gives 129.74 kJ/mol. The frontier orbital gap is 0.34351 Ha. For the HOMO energy, the calculation gives -8.6 eV. Its SMILES is [H]/N=C/NC.O.O. The LUMO energy is 0.72 eV.

***

Density functional theory data (ωB97M-V/def2-TZVPD) for a 2-piece molecular cluster, C2H10N2S2 overall.

Geometry as XYZ:
```
16
Properties=species:S:1:pos:R:3:forces:R:3:lowdin_charge:R:1
C 0.594348 -0.678125 -2.374404 0.957 -0.327 0.231 -0.478
S 0.193516 0.887556 -1.549384 -0.818 -0.005 -0.628 0.335
S 1.660001 1.043186 -0.166091 0.220 -0.238 0.242 0.326
H 0.215576 -0.795952 -3.388258 -0.294 0.477 0.076 0.034
H 0.298169 -1.548551 -1.785946 -0.074 0.151 0.045 0.019
H 1.684931 -0.675821 -2.429020 -0.067 -0.199 -0.136 0.016
H 1.169966 0.114745 0.676829 0.141 0.074 0.110 -0.214
N -1.008244 -1.534612 0.848507 -0.012 0.162 0.108 -0.007
C -1.236601 -0.461424 1.831989 0.125 0.019 -0.150 -0.391
N -2.099354 -0.981901 2.881832 0.339 0.218 0.126 -0.003
H -1.827481 -2.121760 0.937221 0.103 -0.321 -0.064 0.054
H -1.003445 -1.186933 -0.105204 -0.019 0.221 0.143 -0.001
H -0.311922 -0.154693 2.338408 0.114 -0.217 -0.363 0.086
H -1.604167 0.440109 1.326454 -0.246 -0.027 0.181 0.101
H -1.655970 -0.789870 3.770391 -0.440 -0.121 0.087 0.061
H -3.036039 -0.610582 2.876195 -0.030 0.134 -0.008 0.062
```
Forces are in eV/Å.

For the energy relative to the best compared isomer or geometry (same formula, charge and spin), the calculation gives 35.75 kJ/mol. The frontier orbital gap is 0.35517 Ha. For the HOMO energy, the calculation gives -9.0 eV. Its SMILES is CSS.NCN. The LUMO energy is 0.62 eV.